The following is a quantum chemistry calculation of a cluster of 3 separate species, C9H17Cl4FN2O3P in total, from OMol25.

Geometry as XYZ:
```
37
C9H17Cl4FN2O3P (wB97M-V/def2-TZVPD)
C 0.9583 -0.7319 1.0610
C -0.0560 0.5083 0.6455
F 0.5516 1.5079 -0.2642
N -1.3248 -0.1376 0.1216
C -1.3179 -1.3940 -0.7205
C -2.8965 -1.7208 -1.0183
N -3.6182 -0.6117 -0.2853
P -5.4052 -0.6701 -0.3450
O -5.8272 -1.9760 0.5009
O -5.9837 -0.8580 -1.9778
O -6.1389 0.7095 0.4245
C -2.7091 0.4129 0.4118
H 1.5469 -1.0810 0.0976
H 1.7349 -0.4038 1.8817
H 0.3772 -1.6755 1.4904
H -0.3294 1.0550 1.6543
H -0.4575 -2.0661 -1.1408
H -3.2700 -2.6259 -1.6592
H -5.2803 -1.4065 -2.4369
H -6.7706 0.4327 1.1600
H -3.0540 1.3677 1.0114
Cl 4.1110 -4.6382 1.1770
C 3.9851 -4.4138 -0.5859
C 4.3701 -3.0069 -1.0140
Cl 3.1827 -1.7923 -0.4783
H 2.9632 -4.6624 -0.8877
H 4.6614 -5.1408 -1.0453
H 4.4111 -2.9502 -2.1060
H 5.3508 -2.7199 -0.6214
Cl 2.0110 4.1135 2.4908
C 1.8851 4.3379 0.7279
C 2.2701 5.7448 0.2998
Cl 1.0827 6.9595 0.8355
H 0.8632 4.0894 0.4261
H 2.5614 3.6109 0.2685
H 2.3111 5.8016 -0.7922
H 3.2508 6.0319 0.6924
```

Calculated values
frontier orbital gap: 7.5 eV
net charge: +1
E_LUMO: -5.12 eV
E_HOMO: -12.60 eV
largest force on an atom: 8.5 eV/Å

Results of the Mulliken charge analysis, in e, for atoms 1 through 6:
1. C -0.899
2. C 0.215
3. F -0.333
4. N 0.219
5. C -0.124
6. C -0.393